9
Properties=species:S:1:pos:R:3:lowdin_charge:R:1 method="wB97M-V/def2-TZVPD" largest_force_ev_per_a=2.460 e_lumo_ev=0.302 energy_ev=-6257.46900 e_above_lowest_ev=1.910 gap_ha=0.3818 smiles="CC#CC=O"
O -3.129 0.518 -0.670 0.054
C -2.248 0.171 0.091 -0.308
C 0.316 -0.030 0.049 -0.063
C 1.747 -0.133 -0.084 -0.092
C -0.857 0.125 -0.187 0.004
H 2.167 -0.838 0.628 0.079
H 1.972 -0.461 -1.100 0.090
H -2.178 -0.195 1.206 0.150
H 2.210 0.842 0.066 0.088


86
Properties=species:S:1:pos:R:3:lowdin_charge:R:1 method="wB97M-V/def2-TZVPD" largest_force_ev_per_a=3.485 e_lumo_ev=-2.698 total_charge=-1 energy_ev=-444181.40871 gap_ha=0.0573
Br 3.842 0.472 -1.153 0.487
Br 0.929 -0.611 -1.871 0.688
Br 2.266 -1.356 0.940 0.621
Ga -2.585 1.024 0.733 0.410
Cl 0.343 -2.453 7.933 0.387
Cl 1.000 -5.132 6.944 0.555
Cl -1.154 -3.657 5.732 0.565
Cl 4.160 -3.461 11.439 0.531
Cl 5.153 -2.980 8.750 0.544
Cl 5.461 -0.694 -2.651 -0.348
Cl 2.332 -3.541 9.171 0.463
Cl 1.583 -2.812 5.333 0.597
P 0.849 3.958 2.673 0.309
Mg -1.180 -0.782 6.550 0.751
F 1.452 3.442 1.240 -0.207
F 1.273 5.469 2.204 -0.207
F -0.277 3.140 3.563 -0.227
F 1.907 2.784 3.104 -0.208
F 1.249 4.688 4.081 -0.205
F -0.546 4.228 1.873 -0.202
O -11.025 -1.063 -3.263 0.142
O 10.883 1.563 -4.734 0.100
O -4.725 -2.879 -3.132 0.128
O -7.165 -1.741 -5.300 0.232
O 9.159 1.106 -3.362 0.029
O -11.073 -3.669 -4.574 0.140
O -2.082 1.753 -2.622 0.006
O -6.967 -2.805 -3.194 0.236
O -8.812 -1.256 -3.571 0.234
O -4.970 -1.567 -5.727 0.138
O -8.851 -3.370 -4.634 0.230
N -4.264 -0.042 -1.420 -0.051
N -0.589 -1.975 2.915 0.051
N -1.157 -0.110 4.258 0.034
N -2.816 -1.219 2.957 0.080
N -0.504 3.032 -3.650 -0.187
N -3.397 2.463 1.781 -0.068
C -3.990 -0.298 0.028 -0.338
C 11.054 -0.272 -3.161 -0.088
C 8.915 0.198 -2.269 -0.175
C -1.434 -0.762 2.965 -0.686
C -5.753 -2.582 -3.682 -0.402
C 3.786 -2.786 9.849 -1.503
C 2.579 -0.956 -0.928 -1.550
C -0.075 4.333 -4.016 -0.130
C -1.012 0.160 1.763 -0.118
C 10.393 0.890 -3.870 -0.497
C 0.313 1.884 -4.011 -0.055
C -10.071 -1.672 -3.661 -0.402
C -10.096 -3.013 -4.336 -0.403
C 0.448 -3.519 6.480 -1.965
C -1.672 2.825 -2.960 -0.317
C -5.878 -1.907 -5.018 -0.400
C 9.869 -0.958 -2.496 -0.162
B -7.949 -2.293 -4.175 -0.872
Li 0.521 5.697 -5.841 0.888
H -3.038 -1.795 2.153 0.068
H 3.021 -1.841 -1.375 -0.037
H -1.173 0.910 4.169 0.078
H 9.113 0.723 -1.330 0.126
H -4.496 -0.933 -1.855 0.028
H -0.787 5.091 -3.679 0.102
H 0.905 4.534 -3.563 0.116
H 10.124 -1.491 -1.580 0.114
H 9.423 -1.675 -3.189 0.120
H 3.593 -1.726 9.967 0.019
H -3.709 -1.373 0.110 0.035
H -1.886 -0.452 4.896 -0.100
H -0.296 -0.331 1.062 -0.010
H -3.445 0.348 -1.876 -0.005
H -3.479 -0.465 3.093 0.074
H 7.874 -0.121 -2.283 0.011
H -0.273 1.206 -4.634 0.106
H 1.205 2.201 -4.552 0.092
H -2.655 3.157 1.902 -0.044
H 0.607 1.360 -3.100 -0.035
H 0.382 -1.686 2.797 -0.017
H -4.951 -0.069 0.549 0.047
H -0.434 1.008 2.205 0.054
H -0.861 -2.565 2.131 0.091
H -3.625 2.043 2.685 -0.046
H 11.764 0.117 -2.429 0.127
H -1.938 1.760 -0.527 -0.005
H 11.556 -0.926 -3.870 0.120
H 0.012 4.377 -5.118 0.015
H -2.215 3.758 -2.731 0.147